{"formula": "C30H34HfN6O2Si2", "method": "ωB97M-V/def2-TZVPD", "elements": ["C", "H", "H", "C", "H", "C", "C", "H", "C", "C", "C", "H", "C", "H", "H", "H", "H", "C", "C", "H", "C", "N", "C", "C", "H", "C", "C", "H", "H", "C", "Hf", "C", "H", "C", "H", "C", "N", "C", "H", "H", "H", "C", "H", "H", "N", "H", "N", "C", "C", "O", "N", "H", "H", "N", "O", "H", "C", "H", "Si", "Si", "H", "C", "C", "H", "H", "H", "C", "C", "C", "H", "H", "H", "H", "H", "C"], "xyz": [[-1.99, -0.95, -0.35], [0.11, -4.54, 0.49], [1.74, -2.67, 1.50], [3.62, 0.27, 3.25], [-2.49, 4.33, 3.40], [-2.00, 3.46, 2.94], [3.52, -0.43, 0.95], [3.12, 0.75, 4.06], [-4.33, -1.46, -0.92], [-0.09, 2.20, 2.40], [1.52, -2.10, -4.61], [-0.60, -1.72, -5.05], [-2.76, 2.45, 2.39], [-0.80, 2.48, -4.50], [-2.11, 1.45, -3.80], [1.17, -3.45, 2.98], [-3.02, -2.71, 0.24], [4.85, -0.36, 3.43], [2.46, -1.90, -3.65], [5.40, -0.43, 4.44], [3.02, 0.26, 2.03], [-0.80, -1.32, 0.34], [-3.34, 0.53, -1.70], [-1.52, 3.96, -1.05], [1.57, 2.11, -3.11], [-2.11, 1.43, 1.69], [-1.58, 2.42, -3.74], [1.30, -1.74, 2.91], [-3.83, 2.44, 2.38], [-4.47, -0.24, -1.54], [0.58, 0.15, 0.02], [0.24, -1.61, -4.33], [5.12, -1.77, 0.32], [-2.10, -2.21, 2.92], [-3.42, 1.48, -2.23], [0.97, -2.61, 2.30], [2.71, -0.54, -0.24], [2.12, -1.29, -2.39], [-0.99, 4.26, -0.12], [1.75, 2.68, -1.41], [-2.48, 3.61, -0.62], [1.38, 1.92, 2.52], [-2.84, -2.95, 3.06], [-1.58, -2.20, 3.88], [0.87, -0.85, -2.17], [-0.98, -0.61, -2.82], [-0.91, 1.07, -1.16], [5.42, -1.07, 2.37], [4.78, -1.11, 1.13], [2.04, 2.67, 3.23], [-0.78, 1.36, 1.66], [-0.01, 3.97, 3.59], [-1.47, -4.12, -0.18], [1.75, 0.85, 1.78], [4.24, -1.72, -1.49], [-1.41, -5.12, 1.29], [-0.92, -4.28, 0.73], [-5.22, -2.05, -0.80], [-0.73, 2.54, -2.08], [-0.76, -2.62, 1.57], [1.81, -2.62, -5.52], [-0.01, -0.98, -3.12], [-3.10, -1.78, -0.30], [6.41, -1.45, 2.51], [-2.31, 3.20, -3.80], [1.42, 3.82, -2.66], [-2.08, 0.25, -1.13], [3.15, -1.21, -1.31], [1.15, 2.82, -2.33], [-1.70, 4.89, -1.60], [-2.61, 0.72, 1.11], [-5.40, 0.09, -2.02], [-2.56, -1.19, 2.77], [3.48, -2.22, -3.78], [-0.61, 3.31, 3.04]], "spin_multiplicity": 1, "e_tot_ev": -61767.122, "homo_ev": -7.5, "orbital_gap_ev": 7.2}

---

{"formula": "C4H8N2O3", "method": "ωB97M-V/def2-TZVPD", "elements": ["C", "H", "H", "C", "O", "H", "O", "C", "H", "H", "N", "C", "O", "H", "N", "H", "H"], "xyz": [[-0.54, -1.62, -0.20], [0.41, -0.70, -1.99], [-1.44, 2.13, 2.11], [-0.77, 0.45, -0.55], [-0.93, 1.31, 2.11], [-1.62, 0.55, 2.02], [-1.04, 1.55, -0.99], [1.71, -0.27, -0.35], [-0.09, -2.05, 0.71], [-0.89, -2.42, -0.87], [-1.54, -0.58, 0.07], [0.33, -0.56, -0.91], [2.40, -1.15, 0.15], [3.02, 1.29, -0.14], [2.10, 1.01, -0.46], [1.47, 1.73, -0.80], [-2.55, -0.67, 0.09]], "spin_multiplicity": 1, "e_tot_ev": -13400.429, "smiles": "NC(=O)[C@H]1CNC1=O.O", "homo_ev": -9.7, "relative_energy_kj_mol": 121.5, "orbital_gap_ev": 10.3}

---

{"formula": "C14H19BrClNO3", "method": "ωB97M-V/def2-TZVPD", "elements": ["H", "C", "O", "H", "Cl", "H", "C", "C", "H", "H", "C", "O", "H", "H", "H", "C", "C", "H", "H", "C", "H", "O", "H", "C", "Br", "C", "H", "C", "C", "N", "C", "H", "H", "H", "C", "H", "C", "H", "H"], "xyz": [[0.16, 3.77, 1.89], [-0.57, -0.90, 2.45], [-2.53, -1.23, -0.84], [1.75, -3.01, 2.85], [3.33, -1.02, -2.78], [-0.11, 1.12, 3.61], [0.49, 0.18, 3.17], [-0.08, -1.65, -0.28], [-1.25, 2.51, 1.82], [-1.38, 4.86, 0.23], [-2.03, 3.09, -1.04], [-1.16, 0.74, -1.21], [0.19, -3.37, -3.57], [-0.33, -1.59, -3.27], [-2.49, 1.31, 0.48], [-1.29, -0.67, -0.79], [1.97, -3.51, -0.80], [0.03, 4.11, -0.78], [1.31, 0.57, 2.44], [-0.37, 2.99, 1.17], [0.45, 2.19, 0.90], [1.98, -1.68, -5.08], [-3.07, 3.67, -1.12], [0.26, -1.78, 1.32], [1.88, 3.30, 0.38], [0.53, -2.38, -3.04], [2.57, -4.13, -1.61], [-0.91, 3.84, -0.12], [0.79, -2.50, -1.43], [2.25, -3.66, 0.68], [-2.32, 1.52, -0.66], [0.98, -0.35, 4.09], [-3.34, 1.23, -1.20], [-1.01, -1.54, 3.33], [1.90, -1.73, -3.72], [2.99, -4.34, 0.99], [1.48, -2.85, 1.72], [-1.41, -0.22, 1.97], [-1.61, 3.09, -2.16]], "spin_multiplicity": 1, "e_tot_ev": -105006.497, "homo_ev": -5.1, "relative_energy_kj_mol": 586.9, "orbital_gap_ev": 2.0}

---

{"formula": "C6H12N2O2", "method": "ωB97M-V/def2-TZVPD", "elements": ["C", "H", "H", "H", "H", "C", "O", "H", "H", "H", "C", "C", "O", "H", "C", "N", "H", "H", "H", "H", "N", "C"], "xyz": [[1.16, 1.07, 0.07], [2.15, 1.62, 0.36], [-3.23, 0.22, -0.83], [-3.68, -0.52, 0.69], [1.96, -0.29, 2.26], [-1.35, 1.03, 0.51], [1.65, -0.90, 1.53], [2.60, -0.31, -1.32], [1.91, -1.88, -1.42], [-0.06, 2.62, 1.01], [-0.14, 1.62, 0.68], [-1.65, -0.41, 0.18], [1.22, 1.20, -1.30], [3.04, -1.49, -0.24], [1.43, -0.38, 0.34], [2.24, -1.02, -0.73], [-2.28, 1.39, 0.90], [0.75, 1.99, -1.62], [-0.49, -2.33, -0.34], [-3.38, -1.41, -0.50], [-3.12, -0.53, -0.13], [-0.73, -1.30, -0.11]], "spin_multiplicity": 1, "e_tot_ev": -13469.840, "total_charge": 2, "homo_ev": -16.8, "relative_energy_kj_mol": 355.4, "orbital_gap_ev": 8.8}